Molecular formula: C39H37N6O2PdS2
Method: DFT, wB97M-V/def2-TZVPD

Results
E_tot (hartree): -2911.62517
Gap between HOMO and LUMO (eV): 4.3
Total charge: -1
Multiplicity: 1

Cartesian coordinates (Å):
Pd 0.45 1.12 0.23
C 3.46 -3.85 5.71
C 3.33 -3.16 4.38
C 2.31 -2.24 4.15
C 2.19 -1.59 2.93
C 3.11 -1.85 1.92
C 4.14 -2.75 2.13
C 4.25 -3.40 3.36
S 2.91 -1.08 0.28
O -0.10 -2.81 -0.65
O 4.27 -1.25 -0.33
N 2.53 0.44 0.72
C 3.53 1.34 0.97
C 4.81 1.00 1.41
C 5.81 1.94 1.64
C 5.61 3.28 1.45
C 4.33 3.71 1.03
C 4.03 5.07 0.81
C 2.79 5.45 0.40
C 1.82 4.44 0.20
N 2.06 3.17 0.39
C 3.29 2.77 0.80
H 2.49 -3.96 6.19
H 4.10 -3.28 6.39
H 3.91 -4.84 5.60
H 1.59 -2.04 4.93
H 1.40 -0.87 2.75
H 4.85 -2.92 1.34
H 5.06 -4.10 3.53
H 5.04 -0.05 1.58
H 6.78 1.60 1.98
H 6.39 4.01 1.62
H 4.81 5.81 0.98
H 2.53 6.49 0.23
H 0.82 4.70 -0.13
C -1.11 0.03 -2.59
C -0.34 -1.30 -2.52
C -1.13 -2.40 -3.21
C -0.14 -1.67 -1.03
C 1.08 -1.14 -3.06
C 1.68 -2.13 -3.84
C 2.98 -1.98 -4.30
C 3.71 -0.84 -3.97
C 3.13 0.13 -3.18
C 1.83 -0.01 -2.73
H -2.16 -0.13 -2.34
H -1.05 0.45 -3.60
H -0.69 0.75 -1.87
H -2.16 -2.39 -2.86
H -0.71 -3.38 -2.98
H -1.13 -2.26 -4.29
H -0.04 -0.78 -0.33
H 1.14 -3.03 -4.09
H 3.43 -2.76 -4.90
H 4.73 -0.73 -4.32
H 3.70 1.00 -2.87
H 1.40 0.75 -2.09
N -2.64 4.19 -0.38
C -2.24 4.45 0.91
C -1.37 3.45 1.23
N -1.24 2.58 0.17
C -2.01 3.05 -0.78
H -3.28 4.73 -0.93
H -2.58 5.31 1.46
H -0.83 3.28 2.14
H -2.16 2.60 -1.75
S -6.89 -1.66 1.20
C -5.19 -1.09 1.20
C -4.89 0.23 1.50
C -3.55 0.62 1.47
N -2.55 -0.20 1.16
C -2.86 -1.47 0.89
C -4.16 -1.96 0.89
C -7.24 -1.41 -0.54
C -6.97 -2.40 -1.47
C -7.25 -2.14 -2.81
N -7.77 -1.00 -3.25
C -8.02 -0.06 -2.34
C -7.78 -0.21 -0.98
H -5.67 0.93 1.75
H -3.28 1.64 1.72
H -2.02 -2.13 0.68
H -4.34 -3.00 0.67
H -6.55 -3.35 -1.17
H -7.05 -2.90 -3.56
H -8.45 0.87 -2.72
H -8.01 0.58 -0.29